ORCA calculation (ωB97M-V with the def2-TZVPD basis set) on one molecule with the formula C5H10O2 at a distorted geometry.

Structure (XYZ):
```
17
Properties=species:S:1:pos:R:3:lowdin_charge:R:1
C 0.85382 1.10786 1.86731 -0.023
C 0.58882 0.97917 0.20491 -0.311
O 1.57109 -0.03795 0.22068 -0.143
C -0.82800 0.51790 -0.30370 -0.151
C -0.86615 -0.51899 -1.46109 -0.150
C -0.51552 -1.93090 -1.06010 -0.227
O 0.20462 -2.24212 -0.13891 0.047
H -0.11066 1.17950 2.33945 0.039
H 1.38296 0.27078 2.42607 0.096
H 1.50160 1.95976 2.04180 0.053
H 0.95179 1.64412 -0.63597 0.147
H 1.11430 -0.84599 0.48173 0.035
H -1.38053 0.09168 0.53827 0.108
H -1.42923 1.37371 -0.65465 0.111
H -0.19124 -0.24496 -2.28759 0.131
H -1.86925 -0.56298 -1.91903 0.114
H -0.97841 -2.74058 -1.65918 0.124
```

Properties
Orbital gap: 9.49 eV
LUMO energy: 0.0315 Ha
Relative energy (zero: lowest compared OMol25 entry of this formula, charge and spin): 3.317 eV
E_HOMO: -8.630 eV

ORCA calculation (ωB97M-V with the def2-TZVPD basis set) on one molecule with the formula C5H10O2.

Structure (XYZ):
```
17
Properties=species:S:1:pos:R:3:lowdin_charge:R:1
C -0.93490 1.77335 -0.07925 -0.126
O -0.08582 1.34138 0.95540 -0.203
C 1.19391 0.93538 0.51369 -0.233
C 1.18789 -0.15107 -0.56291 -0.194
C 0.41432 -1.42388 -0.31735 -0.087
C -0.75206 -1.60660 0.30070 -0.200
O -1.37140 -2.82695 0.20116 -0.009
H -1.25298 0.93116 -0.71730 0.080
H -0.46244 2.53195 -0.72335 0.095
H -1.82386 2.20388 0.39003 0.092
H 1.74480 1.81133 0.12502 0.121
H 1.72439 0.58974 1.40732 0.126
H 2.23752 -0.39652 -0.77433 0.113
H 0.81825 0.28738 -1.50089 0.106
H 0.78284 -2.29591 -0.85599 0.109
H -1.27062 -0.83749 0.87183 0.116
H -2.14983 -2.86712 0.76623 0.094
```

Properties
Orbital gap: 9.46 eV
LUMO energy: 0.0317 Ha
Relative energy (zero: lowest compared OMol25 entry of this formula, charge and spin): 2.381 eV
E_HOMO: -8.593 eV

ORCA calculation (ωB97M-V with the def2-TZVPD basis set) on one molecule with the formula C5H10O2.

Structure (XYZ):
```
17
Properties=species:S:1:pos:R:3:lowdin_charge:R:1
C 2.10173 0.41395 0.34082 -0.051
O 0.70287 0.23192 0.61804 -0.356
C 0.19916 -0.93303 0.02665 -0.154
C 0.58912 -0.04981 2.33951 0.045
C -0.95905 -0.91457 -0.61569 -0.033
C -1.82883 0.29201 -0.83006 -0.251
O -2.30244 0.36252 -2.16257 -0.063
H 2.25625 0.37645 -0.74009 0.103
H 2.66255 -0.36196 0.87048 0.096
H 2.36374 1.39766 0.73104 0.102
H 0.80466 -1.81361 0.22258 0.133
H -0.51894 0.00064 2.35129 -0.015
H 0.87501 0.99170 2.60185 -0.016
H -1.32902 -1.85587 -1.01560 0.121
H -2.72559 0.21647 -0.20659 0.128
H -1.29713 1.20487 -0.52975 0.122
H -1.53408 0.42168 -2.74373 0.089
```

Properties
Orbital gap: 8.56 eV
LUMO energy: 0.0252 Ha
Relative energy (zero: lowest compared OMol25 entry of this formula, charge and spin): 6.391 eV
E_HOMO: -7.876 eV

ORCA calculation (ωB97M-V with the def2-TZVPD basis set) on a 2-piece molecular cluster, C5H10O2 overall.

Structure (XYZ):
```
17
Properties=species:S:1:pos:R:3:lowdin_charge:R:1
O -1.93111 0.99496 -0.99603 -0.082
C -0.65282 0.69880 -1.53969 -0.277
C 0.39491 0.69323 -0.45443 -0.228
C -0.58978 -0.49443 1.11076 0.027
C 0.62543 -0.87006 1.79450 -0.506
O 1.54616 -1.45584 1.15239 -0.096
C 1.53007 -0.05757 -0.55980 0.006
H -2.54327 1.12936 -1.73043 0.090
H -0.66604 -0.27429 -2.05977 0.123
H -0.37980 1.46218 -2.28579 0.120
H 0.40272 1.56881 0.19123 0.123
H -1.33213 0.12016 1.62310 0.107
H -0.94049 -1.08470 0.27323 0.099
H -0.31932 -1.60307 2.08082 0.188
H 0.81059 -0.28765 2.71856 0.136
H 1.62337 -0.82404 -1.32681 0.092
H 2.44096 0.19601 -0.04102 0.080
```

Properties
Orbital gap: 9.58 eV
LUMO energy: 0.0274 Ha
Relative energy (zero: lowest compared OMol25 entry of this formula, charge and spin): 5.628 eV
E_HOMO: -8.835 eV

ORCA calculation (ωB97M-V with the def2-TZVPD basis set) on one molecule with the formula C5H10O2.

Structure (XYZ):
```
17
Properties=species:S:1:pos:R:3:lowdin_charge:R:1
C -2.20999 -0.37042 -0.25889 -0.052
C -0.71128 -0.34547 -0.53087 -0.453
O -0.34150 0.78824 -1.30770 -0.042
C 0.11387 -0.41000 0.75359 -0.165
C 1.62058 -0.36604 0.47888 -0.151
C 2.05326 0.98507 -0.05753 -0.276
O 1.91787 2.00331 0.58284 0.036
H -2.50695 -1.30180 0.23613 0.082
H -2.49715 0.46313 0.39495 0.085
H -2.76516 -0.28230 -1.19733 0.082
H -0.44760 -1.19977 -1.16734 0.146
H -0.54827 1.58071 -0.79061 0.103
H -0.14421 0.44290 1.39681 0.124
H -0.14480 -1.31911 1.31056 0.121
H 1.91879 -1.16673 -0.20792 0.115
H 2.16228 -0.50630 1.42164 0.122
H 2.53027 1.00457 -1.05721 0.123
```

Properties
Orbital gap: 10.67 eV
LUMO energy: 0.0356 Ha
Relative energy (zero: lowest compared OMol25 entry of this formula, charge and spin): 1.226 eV
E_HOMO: -9.704 eV

ORCA calculation (ωB97M-V with the def2-TZVPD basis set) on C5H10O2 as an isolated structure.

Structure (XYZ):
```
17
Properties=species:S:1:pos:R:3:lowdin_charge:R:1
C -0.98275 -2.23913 1.14466 -0.164
O -0.11855 -1.20697 1.57074 -0.131
C -0.15884 0.58013 -0.63212 -0.209
C -0.21743 1.75323 0.34270 -0.122
O 0.72407 2.51103 -0.46376 -0.071
C 0.69359 1.49271 -1.45747 -0.259
C 1.28616 0.23395 -0.92380 -0.062
H -1.68584 -2.42416 1.96703 0.081
H -1.56890 -1.96058 0.24606 0.072
H -0.43478 -3.17524 0.93175 0.080
H -1.02310 -0.01487 -0.92017 0.131
H 0.11912 1.58535 1.37273 0.121
H -1.19238 2.26076 0.35014 0.127
H 0.64501 1.75772 -2.50783 0.148
H 1.45799 -0.55797 -1.65157 0.115
H 2.07582 0.32248 -0.17187 0.127
H 0.38079 -0.91845 0.80278 0.017
```

Properties
Orbital gap: 10.46 eV
LUMO energy: 0.0350 Ha
Relative energy (zero: lowest compared OMol25 entry of this formula, charge and spin): 3.873 eV
E_HOMO: -9.511 eV

ORCA calculation (ωB97M-V with the def2-TZVPD basis set) on one molecule with the formula C5H10O2.

Structure (XYZ):
```
17
Properties=species:S:1:pos:R:3:lowdin_charge:R:1
C -0.24422 -0.30096 -1.94819 0.001
C -0.96306 -0.10501 -0.63837 -0.372
O -2.17430 -0.01455 -0.57906 0.092
C -0.15512 -0.00612 0.66437 -0.583
C 0.97381 -1.03233 0.71674 -0.021
C 0.38472 1.42939 0.77415 -0.011
O -1.02665 -0.25997 1.74010 -0.008
H 0.64302 0.33393 -2.02948 0.086
H -0.92733 -0.10238 -2.77517 0.089
H 0.09556 -1.34100 -2.01162 0.094
H 0.58204 -2.04592 0.58259 0.095
H 1.45208 -0.98179 1.69907 0.092
H 1.73608 -0.83980 -0.04520 0.085
H 0.89319 1.53732 1.73695 0.092
H -0.44367 2.14530 0.74411 0.095
H 1.09352 1.67589 -0.02395 0.084
H -1.91966 -0.09199 1.39299 0.091
```

Properties
Orbital gap: 10.78 eV
LUMO energy: 0.0308 Ha
Relative energy (zero: lowest compared OMol25 entry of this formula, charge and spin): 0.754 eV
E_HOMO: -9.940 eV

ORCA calculation (ωB97M-V with the def2-TZVPD basis set) on one molecule with the formula C5H10O2.

Structure (XYZ):
```
17
Properties=species:S:1:pos:R:3:lowdin_charge:R:1
C -1.45984 -0.15029 1.61890 -0.090
O -0.84986 -0.17331 0.34745 -0.222
C 0.39187 0.54188 0.26758 -0.439
C 1.58282 -0.28016 0.81232 -0.039
C 0.87059 0.78555 -1.13472 0.066
C 0.40726 -0.30087 -2.03035 -0.248
O -0.72841 0.58318 -2.18755 -0.028
H -1.60281 0.88072 1.97549 0.093
H -0.87543 -0.70440 2.36772 0.091
H -2.43790 -0.62592 1.51216 0.092
H 0.27527 1.48232 0.82714 0.136
H 1.77675 -0.09366 1.87222 0.081
H 1.37161 -1.34563 0.65852 0.093
H 2.49102 -0.01821 0.25281 0.081
H 0.92142 -0.38565 -2.98708 0.110
H 0.11220 -1.28450 -1.64365 0.121
H -1.32685 0.34489 -1.45321 0.100
```

Properties
Orbital gap: 9.11 eV
LUMO energy: 0.0307 Ha
Relative energy (zero: lowest compared OMol25 entry of this formula, charge and spin): 5.412 eV
E_HOMO: -8.271 eV